8
Properties=species:S:1:pos:R:3:forces:R:3:lowdin_spin:R:1 method="wB97M-V/def2-TZVPD" orbital_gap_ev="3.51 / 6.18" charge=-2 multiplicity=3 fmax_ev_per_a=7.41 energy_ev=-17986.024
C -0.3798 -0.5592 -0.0130 -0.9224 0.6183 6.2805 0.711
N -0.5780 -1.2776 -0.9905 -2.8632 -5.5357 -4.0160 0.624
O -0.2942 2.1365 -0.2820 -1.1851 1.7814 -0.8707 0.093
O 0.8982 1.0132 1.6772 0.2927 0.5508 -0.7795 0.073
O 1.8242 0.7436 -0.7656 -0.5089 0.5434 0.4968 0.083
P 0.6655 1.1127 0.1634 1.7320 -2.1906 1.7503 0.088
H -1.0187 -0.9303 1.2174 1.6250 1.4096 -2.8235 0.248
H -1.1172 -2.2389 -1.0068 1.8300 2.8228 -0.0379 0.081

8
Properties=species:S:1:pos:R:3:forces:R:3:nbo_charge:R:1 method="wB97M-V/def2-TZVPD" orbital_gap_ev=7.75 charge=-1 fmax_ev_per_a=2.72 energy_ev=-19535.453
C 0.2133 -0.3617 0.0028 2.4269 0.2346 -1.1983 -0.030
N -0.0468 -0.8775 -1.3248 -1.4653 0.7123 0.3570 -0.363
O -2.4401 -1.6150 -2.2390 -0.5427 0.5473 -1.0927 -1.027
O -2.1650 -1.5158 0.1810 -0.1214 -0.2985 -0.0872 -1.050
O 0.9588 -1.4833 -0.5130 0.2837 -0.4204 1.0482 -0.454
S -1.6257 -2.0203 -1.1112 0.7411 -0.3921 1.0022 1.551
H 0.9632 0.5275 -0.0032 -1.9099 -1.0813 0.4624 0.145
H -0.5021 -0.6352 0.8038 0.5876 0.6982 -0.4915 0.228

8
Properties=species:S:1:pos:R:3:forces:R:3:nbo_charge:R:1 method="wB97M-V/def2-TZVPD" orbital_gap_ev="7.52 / 7.52" charge=-1 fmax_ev_per_a=4.72 energy_ev=-19537.264
C 0.8857 0.2917 0.4060 2.6710 0.9434 -0.2687 0.392
N 2.1055 0.4865 0.7802 1.1993 -0.5098 1.5987 -0.870
O -1.9942 -1.6989 -0.0638 1.2730 -0.1268 -0.3677 -0.903
O 0.5515 0.3598 -0.7925 -1.1911 -0.5228 -2.3136 -0.773
O -2.8476 0.2567 -1.0687 2.1409 -0.0206 -0.1011 -0.907
S -1.6298 -0.3396 -0.4536 -4.6082 0.0707 1.0149 1.671
H 0.1888 0.1394 1.2229 -0.8170 -0.1219 0.2785 0.081
H 2.7401 0.5043 -0.0307 -0.6679 0.2877 0.1590 0.309

8
Properties=species:S:1:pos:R:3:forces:R:3:nbo_charge:R:1 method="wB97M-V/def2-TZVPD" orbital_gap_ev=6.89 charge=-1 fmax_ev_per_a=1.57 energy_ev=-19538.326
C -2.6747 0.6509 -0.0083 0.4406 -1.5011 -0.1547 0.837
N 0.0332 -0.1352 0.5663 -0.6285 -0.3429 -0.0914 -1.067
O -3.7956 0.2991 0.1698 -0.9177 0.0362 0.1861 -0.657
O -1.9393 1.5368 -0.3095 0.4434 1.0547 -0.2664 -0.680
O -1.1415 -2.2844 -0.6216 -0.1149 0.9380 0.0310 -1.029
S -1.3753 -1.2066 0.4381 0.7690 0.2896 0.3451 0.858
H 0.8388 -0.5561 0.1179 -0.0625 -0.2404 0.0311 0.355
H -0.2080 0.7322 0.0813 0.0706 -0.2343 -0.0808 0.382

8
Properties=species:S:1:pos:R:3:forces:R:3:nbo_charge:R:1 method="wB97M-V/def2-TZVPD" orbital_gap_ev=7.90 charge=-1 fmax_ev_per_a=2.66 energy_ev=-19537.447
C -1.0599 1.4556 -1.5876 -1.7835 -0.2794 -0.3779 0.392
N 0.5836 0.1438 1.4192 0.0621 0.5297 -1.3815 -1.117
O -0.3925 -1.3994 -0.5168 0.6076 1.0720 0.0673 -1.043
O -2.0075 0.8029 -1.5496 1.0511 0.9889 -0.1441 -0.548
O 1.8529 -0.4497 -0.8716 0.2759 0.1552 0.0857 -1.025
S 0.4769 -0.1742 -0.4383 0.1946 -2.0958 1.6298 1.658
H -0.4221 0.2116 1.5238 -0.0839 -0.2119 0.7486 0.338
H 0.9688 -0.5907 2.0209 -0.3239 -0.1587 -0.6280 0.346

8
Properties=species:S:1:pos:R:3:forces:R:3:nbo_charge:R:1 method="wB97M-V/def2-TZVPD" orbital_gap_ev="9.03 / 9.03" charge=+1 fmax_ev_per_a=4.71 energy_ev=-10731.229
C -0.2982 0.0927 0.1041 -0.8187 -4.1309 0.3675 0.231
N -0.0764 1.3390 -3.8710 1.1764 1.5329 0.0843 0.828
O -1.0234 0.8378 -4.1865 -0.6602 -0.5303 -0.3875 -0.004
O 0.8777 1.9469 -3.9663 -0.6009 -0.4924 0.0283 -0.021
O -0.0204 0.6283 -2.0182 0.2331 -1.9410 -2.0813 -0.460
O -0.2334 0.9887 -0.7845 -0.0802 -0.0365 4.0932 -0.063
H -0.3863 -1.2686 -0.0565 0.6172 4.6494 -0.4059 0.247
H -0.3994 0.2851 1.2168 0.1332 0.9488 -1.6984 0.241

8
Properties=species:S:1:pos:R:3:forces:R:3:nbo_charge:R:1 method="wB97M-V/def2-TZVPD" orbital_gap_ev=6.14 charge=+1 fmax_ev_per_a=12.24 energy_ev=-10733.700
C 1.8305 -1.4131 -0.9832 2.6795 -9.0714 -7.7703 0.446
N -2.0132 1.6589 0.8192 0.6754 -0.8998 -1.9694 0.835
O -0.8969 1.7827 0.7715 -1.3661 0.3438 1.1164 0.081
O -3.0911 1.4097 0.6243 0.6818 0.5157 1.0788 0.066
O 0.4892 -0.4283 0.4231 -4.3348 4.8775 -2.5354 -0.941
O 1.8544 -2.4053 -1.7064 -0.5927 7.5014 5.5302 -0.464
H 0.5139 0.2444 -0.5142 0.8413 -3.5484 4.4534 0.482
H 1.3133 -0.8490 0.5656 1.4156 0.2811 0.0964 0.495

15
Properties=species:S:1:pos:R:3:forces:R:3:nbo_charge:R:1 method="wB97M-V/def2-TZVPD" orbital_gap_ev=2.53 charge=+6 fmax_ev_per_a=6.44 energy_ev=-44523.966
Na 14.7236 -3.9342 19.4516 -0.5806 0.5508 0.4748 0.991
Na 12.8571 -8.6584 16.9686 -0.2740 0.1837 0.2162 0.992
Na 7.5314 -5.2236 16.5272 0.0765 0.4734 0.2632 0.997
Na 17.7051 -7.0038 16.1593 0.6599 -0.3448 0.1215 0.995
Na 16.9378 -2.5298 13.9429 -0.0113 0.7313 -0.1899 0.997
Na 14.2201 -6.4558 11.1165 -0.0427 0.1890 -0.0724 0.973
Na 9.1625 -9.2921 12.9317 -0.3281 -0.4647 -0.1357 0.995
Na 8.6660 -4.5273 10.4442 -0.2556 0.5494 -0.2942 0.998
C 12.0087 -4.8417 15.1746 0.8022 -2.0657 1.0770 0.901
O 13.2169 -5.0124 14.8707 5.0495 -0.3024 -2.2865 -1.011
O 11.1042 -5.1508 14.4158 -4.1877 -1.0007 -4.7939 -0.942
O 11.7558 -4.6667 16.3507 -1.0824 1.5829 5.7189 -0.888
O 11.1803 -3.0575 20.9896 0.6719 -0.1056 -0.3413 -0.936
H 10.8528 -3.4203 20.1666 -0.3061 0.0685 -0.2283 0.455
H 10.9175 -3.6944 21.6540 -0.1916 -0.0450 0.4706 0.483

5
Properties=species:S:1:pos:R:3:forces:R:3:nbo_charge:R:1 method="wB97M-V/def2-TZVPD" orbital_gap_ev=11.72 fmax_ev_per_a=2.61 smiles="O=CO" energy_ev=-5163.592
O 1.4493 -0.5364 -0.0180 2.5316 0.3659 -0.4986 -0.529
C 0.4273 0.0209 -0.1038 -0.7235 1.9057 0.7155 0.647
O -0.6843 -0.6565 -0.0800 -2.0939 -1.1270 0.0999 -0.652
H 0.0388 1.1348 -0.0710 2.1348 -0.9214 -0.2867 0.062
H -1.2311 0.0373 0.2729 -1.8489 -0.2232 -0.0302 0.472

5
Properties=species:S:1:pos:R:3:forces:R:3:nbo_charge:R:1 method="wB97M-V/def2-TZVPD" orbital_gap_ev=11.62 fmax_ev_per_a=1.12 smiles="O=CO" energy_ev=-5164.236
O -1.0325 -0.5921 0.0613 0.8143 0.5019 -0.5909 -0.536
C -0.0095 -0.1359 -0.3629 0.2166 -0.1135 0.7534 0.642
O 0.8097 0.6365 0.4106 -0.9518 -0.3756 0.2236 -0.684
H 0.4308 -0.3024 -1.3641 -0.3917 -0.0839 0.0361 0.094
H 1.6390 0.8250 -0.0234 0.3126 0.0710 -0.4222 0.484

6
Properties=species:S:1:pos:R:3:forces:R:3:nbo_charge:R:1 method="wB97M-V/def2-TZVPD" orbital_gap_ev="8.77 / 8.76" fmax_ev_per_a=5.32 energy_ev=-15993.971
C 0.1359 -0.5901 0.3225 1.0568 4.5523 -2.5431 -0.278
O -2.4041 -0.5765 -0.1999 -1.1104 -0.5926 0.0551 -0.866
O 1.6506 0.8665 -0.2681 -2.5304 -3.4207 0.9141 -0.735
S -1.1720 0.1553 -0.3220 2.4822 -0.5510 0.8449 1.207
H 0.8070 -1.3645 0.5324 0.3842 -1.1663 0.5252 0.238
H 0.9827 1.5093 -0.0649 -0.2823 1.1783 0.2038 0.433

6
Properties=species:S:1:pos:R:3:forces:R:3:nbo_charge:R:1 method="wB97M-V/def2-TZVPD" orbital_gap_ev=10.95 fmax_ev_per_a=2.01 energy_ev=-15997.316
C -0.7078 -0.0763 -0.1671 1.6201 0.1178 1.1833 -0.290
O 1.8452 0.9758 0.3435 -0.7547 -0.6570 0.1010 -0.882
O 0.1388 -1.1144 0.3346 0.6046 -0.1122 -0.1736 -0.653
S 1.1287 -0.0099 -0.4542 -1.1256 -0.1911 -0.6968 1.418
H -1.5952 -0.3539 -0.7333 0.5513 0.0343 -0.3821 0.213
H -0.8097 0.5787 0.6766 -0.8957 0.8083 -0.0318 0.195

7
Properties=species:S:1:pos:R:3:forces:R:3:nbo_charge:R:1 method="wB97M-V/def2-TZVPD" orbital_gap_ev=9.08 fmax_ev_per_a=6.78 energy_ev=-26830.535
C 0.8497 0.2718 -0.1517 -2.1729 0.6613 -0.0278 -0.897
O -0.0582 -1.9926 0.6594 -4.1874 -2.8180 -2.6050 -0.796
O -1.1154 2.1742 -0.3535 -0.5654 -0.2593 0.0092 -0.881
S -0.4256 -0.8716 -0.4864 -0.7649 -0.6035 -1.1161 0.761
S -0.7275 1.0470 0.4914 1.8324 0.2872 -0.2542 1.105
H 0.5336 -1.4146 0.9663 5.0730 2.6617 3.6301 0.472
H 0.9435 0.7857 -1.1255 0.7853 0.0705 0.3638 0.236

8
Properties=species:S:1:pos:R:3:forces:R:3:nbo_charge:R:1 method="wB97M-V/def2-TZVPD" orbital_gap_ev=7.99 fmax_ev_per_a=3.16 smiles="OSC(=S)SO" energy_ev=-37666.904
O 1.5717 1.1793 -1.5640 0.3412 -0.6541 -0.7037 -0.862
S 1.5700 1.1871 0.0696 -1.2892 -0.4295 0.7412 0.384
C -0.2411 0.2348 1.0176 1.5584 1.2079 -1.2714 -0.538
S -0.7270 1.0722 2.2516 -0.3100 -0.3761 0.3052 0.173
S -0.2325 -1.0236 -0.0322 -1.2102 -1.0680 1.2171 0.707
O -1.5384 -2.1039 0.5381 2.0396 2.3060 0.7193 -0.823
H 1.3048 1.9911 -2.0110 -0.3160 0.2075 0.5917 0.492
H -1.7075 -2.5370 -0.2696 -0.8138 -1.1937 -1.5995 0.467

8
Properties=species:S:1:pos:R:3:forces:R:3:nbo_charge:R:1 method="wB97M-V/def2-TZVPD" orbital_gap_ev="8.25 / 8.25" fmax_ev_per_a=5.60 energy_ev=-25788.137
C 3.4607 0.4099 -0.8346 5.0869 -1.3566 1.8999 0.392
O 4.4567 -0.1445 -0.5567 -3.2782 2.1768 -0.8898 -0.416
O 1.0807 0.6698 -2.4748 -0.5278 0.6597 -0.0728 -1.028
O 1.3040 -0.7915 -0.2649 0.3935 0.2710 -1.2321 -1.112
P 1.8881 -0.2955 -1.7488 -1.7417 -1.9222 0.5016 1.597
P 0.1577 -0.5910 0.9417 2.3642 3.3929 0.4284 0.726
H 0.0303 -1.8529 1.1877 0.0560 -3.4870 1.0694 -0.081
H -0.9403 -0.7290 0.2320 -2.3529 0.2655 -1.7047 -0.078

7
Properties=species:S:1:pos:R:3:forces:R:3:nbo_charge:R:1 method="wB97M-V/def2-TZVPD" orbital_gap_ev=10.71 fmax_ev_per_a=2.64 energy_ev=-18045.250
C 0.1698 -0.3182 -0.2415 -0.4668 0.2317 1.0469 0.327
O 2.6331 1.3941 -0.0276 0.3189 -0.8478 -1.3631 -0.885
O 2.8500 -0.7586 0.8878 0.6197 -1.1367 0.1450 -0.889
O 0.9778 -0.8696 -0.9386 -0.5200 0.4228 -0.3043 -0.503
S 2.9850 0.0047 -0.3150 -0.0501 2.0297 1.6932 1.686
H -0.8721 -0.4549 -0.2574 -1.8582 -1.1426 -1.2198 0.119
H 0.2450 0.3704 0.6065 1.9565 0.4429 0.0021 0.145

8
Properties=species:S:1:pos:R:3:forces:R:3:nbo_charge:R:1 method="wB97M-V/def2-TZVPD" orbital_gap_ev=11.05 fmax_ev_per_a=6.23 energy_ev=-20092.297
C 0.5890 -0.9802 -0.6332 0.8445 -5.7172 2.3369 0.723
O -1.3551 0.8849 0.3079 0.0096 0.2038 0.4142 -0.901
O 0.3521 1.6723 1.7375 0.4930 0.4937 1.5872 -0.867
O 1.0089 -0.0124 0.0824 1.1002 1.2173 0.9558 -0.710
O -0.3246 -1.0413 -1.3777 -0.8343 0.3754 -1.2839 -0.616
S 0.1312 1.4737 0.3658 -0.7434 -0.1036 -1.5439 1.780
H 1.1294 -2.2641 -0.0698 -1.0260 3.7257 -1.8903 0.065
H -1.5309 0.2671 -0.4129 0.1564 -0.1949 -0.5760 0.527

8
Properties=species:S:1:pos:R:3:forces:R:3:nbo_charge:R:1 method="wB97M-V/def2-TZVPD" orbital_gap_ev=10.76 fmax_ev_per_a=8.11 energy_ev=-20093.604
C -0.2996 -0.6984 -0.1117 4.6626 6.3747 -1.8510 0.677
O 2.2228 1.2044 -0.2037 1.2223 -1.2118 -0.1554 -0.927
O 3.4442 -0.5561 0.9525 0.5897 -0.7462 1.4467 -0.834
O 0.8326 -1.0785 -0.4057 -3.1008 -2.1484 0.9184 -0.626
O -0.4141 0.7459 -0.1382 -1.1828 -3.5369 0.7352 -0.705
S 2.9318 -0.0825 -0.2669 -0.8992 2.5506 -1.2775 1.744
H -1.2410 -1.0968 0.0787 -1.3770 -1.5403 0.3819 0.163
H 0.5123 1.0467 -0.1732 0.0852 0.2583 -0.1983 0.508

8
Properties=species:S:1:pos:R:3:forces:R:3:nbo_charge:R:1 method="wB97M-V/def2-TZVPD" orbital_gap_ev=11.41 fmax_ev_per_a=1.75 smiles="O=[SiH]O.O=C=O" energy_ev=-17138.956
O 0.1013 -0.8035 -0.1817 -0.5355 0.0148 -0.1208 -1.188
Si 1.3185 0.0809 -0.2523 0.5477 -0.3852 0.3912 2.008
O 2.7848 -0.2628 0.3193 0.3018 0.2996 -0.0919 -1.100
H 1.5566 1.3968 -0.7772 -0.2847 0.5162 -0.3234 -0.239
H 3.0148 -1.0920 0.7320 -0.0848 -0.3607 0.1519 0.521
O -3.0628 -0.9075 0.0308 -0.2480 -1.7250 -0.0562 -0.499
C -2.9121 0.2239 0.0497 -0.0114 -0.0786 0.0427 1.031
O -2.8009 1.3643 0.0795 0.3147 1.7188 0.0065 -0.533

6
Properties=species:S:1:pos:R:3:forces:R:3:nbo_charge:R:1 method="wB97M-V/def2-TZVPD" orbital_gap_ev=5.92 charge=-1 fmax_ev_per_a=2.90 energy_ev=-23240.844
C 2.5696 -0.5937 -0.0379 -1.4419 -0.6007 0.9408 0.395
O 2.7922 -1.7430 -0.2419 0.3902 1.3626 -0.1711 -0.587
P 0.0938 -0.4886 0.6956 1.0740 -1.0479 2.4771 -0.421
S 2.9870 0.9878 0.1460 0.7293 -0.5706 -0.4601 -0.289
H -0.1459 -0.7572 -0.5793 -0.6069 -0.1949 -2.4358 -0.057
H 0.2080 0.8694 0.5899 -0.1448 1.0516 -0.3509 -0.041

Asked for relative energy (zero: lowest compared OMol25 entry of this formula, charge and spin) across the records above, the calculation gives 2.189 3.450 1.638 0.577 1.455 5.409 2.938 0.000 0.822 0.179 5.964 2.619 3.518 2.303 2.201 0.603 1.942 0.636 0.048 0.942 eV in order.